Entry 1:
The following is a quantum chemistry calculation of C3H12FeO9P as an isolated structure, from the Open Molecules 2025 dataset.

The calculation puts the orbital gap (spin up / spin down) at 2.7172 / 2.7109 eV. The spin multiplicity is 5. As for the charge: -3. Its HOMO energy (spin up / spin down) is 4.6 / 4.7 eV. Its expectation value of S² is 6.021. For the strongest force on any atom, the calculation gives 3.5 eV Å⁻¹.

```
26
C3H12FeO9P ωB97M-V with the def2-TZVPD basis set
Fe 0.62 0.65 -0.25
O -1.15 1.63 -0.50
H -1.28 1.61 -1.45
O 2.08 -0.40 0.68
H 2.85 -0.63 0.16
P 2.14 2.78 -1.16
O 1.37 2.59 0.30
O 3.64 2.94 -0.83
O 1.55 4.04 -1.86
O 1.70 1.42 -1.86
C -2.49 -0.46 1.74
C -1.06 -0.75 2.07
O -0.28 0.40 1.99
O -2.75 -0.15 0.39
H -2.82 0.36 2.40
H -3.03 -1.41 1.93
H -0.71 -1.52 1.37
H -1.05 -1.13 3.12
H 0.43 0.33 2.63
H -2.10 0.64 -0.04
C 0.67 -2.29 -2.00
O -0.04 -1.38 -1.19
H 0.42 -2.18 -3.07
H 1.73 -2.07 -1.86
H 0.51 -3.34 -1.68
H -0.94 -1.70 -1.05
```

Entry 2:
The following is a quantum chemistry calculation of a 9-piece molecular cluster, C9H34O9 overall, from the Open Molecules 2025 dataset.

The calculation puts the orbital gap at 2.9968 eV. Its energy above the lowest of the compared OMol25 structures with the same formula, charge and spin is 301.48 kJ/mol. As for the charge: -2. Its HOMO energy is 0.4 eV. For the strongest force on any atom, the calculation gives 3.4 eV Å⁻¹.

```
52
C9H34O9 ωB97M-V with the def2-TZVPD basis set
C -3.20 -6.38 1.15
O -3.78 -5.63 2.18
H -3.08 -5.88 0.19
H -2.23 -6.74 1.48
H -3.77 -7.27 0.88
C -0.06 -0.50 0.11
O -0.56 0.19 1.22
H -0.40 -0.18 -0.87
H 1.03 -0.46 0.07
H -0.47 -1.51 0.15
C 4.61 2.22 3.77
O 4.06 0.88 3.77
H 5.45 2.27 3.09
H 3.84 2.95 3.53
H 5.02 2.28 4.78
H 3.30 0.99 3.20
C -6.54 -0.63 0.32
O -6.57 -0.26 1.61
H -6.69 0.27 -0.28
H -5.55 -1.05 0.13
H -7.33 -1.34 0.05
H -7.29 0.34 1.82
C 1.73 4.11 -4.39
O 2.90 4.57 -4.89
H 1.99 3.42 -3.59
H 1.19 4.93 -3.91
H 1.04 3.55 -5.02
H 3.21 5.07 -4.14
C -3.84 1.23 -5.37
O -4.44 0.84 -6.56
H -4.56 1.00 -4.58
H -2.99 0.66 -5.00
H -3.61 2.29 -5.39
H -4.08 1.35 -7.28
C 0.12 6.04 0.79
O -0.23 5.30 1.95
H 0.52 7.05 0.84
H 0.79 5.37 0.26
H -0.70 5.96 0.08
H -0.37 4.37 1.78
C 5.17 -3.39 -1.19
O 5.60 -2.09 -1.31
H 4.42 -3.60 -0.43
H 4.69 -3.78 -2.08
H 6.02 -4.04 -0.98
H 4.94 -1.60 -1.80
C 1.70 -4.18 4.97
O 1.38 -2.87 5.36
H 2.74 -4.45 5.17
H 1.13 -5.01 5.40
H 1.64 -4.31 3.89
H 2.12 -2.34 5.06
```

Entry 3:
The following is a quantum chemistry calculation of a 2-piece molecular cluster, C4H14NOSi overall, from the Open Molecules 2025 dataset.

The calculation puts the orbital gap at 8.5570 eV. Its energy above the lowest of the compared OMol25 structures with the same formula, charge and spin is 281.60 kJ/mol. As for the charge: +1. Its HOMO energy is -13.8 eV. For the strongest force on any atom, the calculation gives 4.1 eV Å⁻¹.

```
21
C4H14NOSi ωB97M-V with the def2-TZVPD basis set
C -2.92 -0.65 -0.82
C 4.09 0.89 -0.27
C -2.66 -0.46 0.65
C -1.53 0.58 0.94
N -0.30 0.51 0.19
O 2.98 0.01 -0.04
Si 2.02 -1.21 -0.30
H -2.09 -1.18 -1.40
H -3.66 -1.42 -0.71
H -3.07 0.32 -1.39
H 3.85 1.64 -1.05
H 5.05 0.45 -0.18
H 4.00 1.57 0.59
H -3.55 -0.05 1.10
H -2.52 -1.46 1.13
H -1.32 0.43 2.08
H -0.31 0.88 -0.75
H 2.27 -2.45 0.34
H 0.34 1.18 0.74
H 1.31 -1.22 -1.55
H -1.98 1.63 0.71
```

Entry 4:
The following is a quantum chemistry calculation of a 2-piece molecular cluster, C18H24N2O10 overall, from the Open Molecules 2025 dataset.

The calculation puts the orbital gap at 9.2339 eV. As for the SMILES: O=C(O)[C@H]1OC(=O)[C@H](O)[C@@H](O)[C@H]1O.CNC(=O)[C@H](Cc1ccc(O)cc1)NC(C)=O. Its HOMO energy is -9.0 eV. For the strongest force on any atom, the calculation gives 2.8 eV Å⁻¹.

```
54
C18H24N2O10 ωB97M-V with the def2-TZVPD basis set
O 2.31 0.33 -7.46
O -0.17 -0.67 3.46
O -2.47 -4.98 6.36
O 4.32 1.08 -3.30
O -0.67 -5.29 5.03
O -0.08 1.99 2.03
O -2.59 0.50 3.15
O -0.96 -2.73 4.01
O -4.85 -1.29 3.38
O -3.46 -3.86 3.12
C 1.85 0.89 -6.48
C -1.10 -1.45 3.58
C -1.73 -4.57 5.49
C 3.25 1.63 -3.11
C -0.26 2.38 -0.32
C 0.88 0.39 0.51
C -0.02 1.97 -1.65
C 1.13 -0.02 -0.82
C 0.18 1.59 0.76
C 0.68 0.77 -1.89
N 3.09 2.53 -2.12
N 2.43 0.76 -5.29
C 0.62 1.77 -6.63
C 4.13 2.92 -1.17
C -2.49 -0.94 3.13
C -1.98 -3.16 4.94
C -3.60 -1.53 4.01
C -3.37 -3.03 4.30
C 1.02 0.38 -3.32
C 2.02 1.33 -4.00
H -0.70 -6.13 5.51
H -0.19 2.94 2.09
H -1.72 0.89 2.88
H -4.91 -0.35 3.13
H -2.73 -3.69 2.51
H -0.80 3.30 -0.13
H 1.22 -0.21 1.34
H -0.37 2.57 -2.47
H 1.69 -0.92 -1.00
H 2.17 2.90 -1.97
H 3.29 0.22 -5.29
H 0.30 1.74 -7.67
H -0.18 1.39 -6.00
H 0.87 2.79 -6.36
H 3.96 2.42 -0.21
H 4.13 4.00 -1.02
H 5.12 2.62 -1.54
H -2.63 -1.30 2.10
H -1.95 -2.51 5.83
H -3.59 -1.00 4.97
H -4.14 -3.36 5.01
H 0.10 0.34 -3.90
H 1.45 -0.63 -3.31
H 1.53 2.28 -4.18
```

Entry 5:
The following is a quantum chemistry calculation of C18H16FN4O6Pd as an isolated structure, from the Open Molecules 2025 dataset.

The calculation puts the orbital gap (spin up / spin down) at 5.9898 / 3.8560 eV. The spin multiplicity is 5. Its energy above the lowest of the compared OMol25 structures with the same formula, charge and spin is 21.98 kJ/mol. As for the charge: +1. Its HOMO energy (spin up / spin down) is -10.3 / -11.4 eV. Its expectation value of S² is 6.043. For the strongest force on any atom, the calculation gives 1.2 eV Å⁻¹.

```
46
C18H16FN4O6Pd ωB97M-V with the def2-TZVPD basis set
Pd 0.17 0.06 0.27
C -3.38 -1.45 -2.09
C -2.53 -0.71 -1.10
O -1.29 -0.75 -1.25
C -3.15 -0.05 0.03
C -2.51 0.91 0.74
C -2.87 1.30 2.14
N -1.42 1.54 0.19
N -1.45 2.12 -0.98
C -0.28 2.10 -1.66
O 0.70 1.40 -1.30
C -0.22 2.93 -2.88
C -1.22 3.84 -3.18
C -1.13 4.61 -4.33
C -0.03 4.46 -5.18
C 0.97 3.55 -4.87
C 0.88 2.79 -3.72
H -3.40 -2.50 -1.81
H -2.94 -1.38 -3.08
H -4.40 -1.07 -2.10
H -4.11 -0.42 0.37
H -3.90 1.04 2.35
H -2.72 2.37 2.30
H -2.23 0.76 2.85
H -2.07 3.94 -2.52
H -1.90 5.32 -4.57
H 0.03 5.06 -6.07
H 1.82 3.44 -5.53
H 1.66 2.08 -3.47
F 0.94 -4.04 5.47
C 1.71 -3.89 4.44
C 2.20 -2.63 4.13
N 2.99 -2.46 3.09
C 3.29 -1.11 2.62
C 2.05 -0.54 1.91
O 2.12 0.60 1.44
O 1.05 -1.31 1.82
C 3.36 -3.55 2.21
O 4.04 -3.34 1.25
N 2.88 -4.78 2.58
C 2.00 -5.08 3.61
O 1.55 -6.17 3.82
H 1.93 -1.76 4.72
H 4.12 -1.16 1.92
H 3.57 -0.48 3.46
H 3.13 -5.55 1.96
```

Entry 6:
The following is a quantum chemistry calculation of a 3-piece molecular cluster, C13H19INO10S2 overall, from the Open Molecules 2025 dataset.

The calculation puts the orbital gap at 6.0530 eV. Its energy above the lowest of the compared OMol25 structures with the same formula, charge and spin is 988.30 kJ/mol. As for the charge: +1. Its HOMO energy is -12.2 eV. For the strongest force on any atom, the calculation gives 9.4 eV Å⁻¹.

```
46
C13H19INO10S2 ωB97M-V with the def2-TZVPD basis set
O 6.28 0.84 1.89
C 6.56 1.76 0.94
O 7.85 2.43 0.78
C 5.35 2.15 -0.10
C 5.52 3.09 -1.46
C 4.17 3.40 -2.37
N 2.77 2.90 -2.00
C 2.63 2.04 -0.76
C 1.08 1.53 -0.39
C 0.37 2.85 0.35
C -0.65 2.45 1.57
I -2.20 0.98 1.02
C 3.84 1.61 0.25
H 7.69 3.35 0.37
H 6.57 3.52 -1.76
H 4.21 4.04 -3.38
H 1.91 3.13 -2.57
H 0.58 1.30 -1.43
H 1.15 0.61 0.33
H 1.27 3.47 0.80
H -0.10 3.50 -0.51
H -1.17 3.45 1.95
H -0.01 2.06 2.50
H 3.55 0.94 1.19
C 1.02 -2.98 -0.20
C 0.61 -4.44 -0.38
O -0.75 -4.50 0.04
S -1.47 -3.08 -0.30
O -2.18 -3.22 -1.56
O -2.10 -2.58 0.90
O -0.11 -2.22 -0.58
H 1.25 -2.76 0.85
H 1.89 -2.72 -0.81
H 1.23 -5.13 0.21
H 0.65 -4.74 -1.43
C -5.28 -1.23 0.65
C -5.69 -2.69 0.47
O -7.05 -2.74 0.89
S -7.77 -1.32 0.54
O -8.48 -1.46 -0.71
O -8.40 -0.82 1.75
O -6.41 -0.46 0.27
H -5.05 -1.01 1.70
H -4.41 -0.96 0.03
H -5.07 -3.37 1.06
H -5.65 -2.98 -0.58
```

Please write out number 4 again, unchanged.
The following is a quantum chemistry calculation of a 2-piece molecular cluster, C18H24N2O10 overall, from the Open Molecules 2025 dataset.

The calculation puts the orbital gap at 9.2339 eV. As for the SMILES: O=C(O)[C@H]1OC(=O)[C@H](O)[C@@H](O)[C@H]1O.CNC(=O)[C@H](Cc1ccc(O)cc1)NC(C)=O. Its HOMO energy is -9.0 eV. For the strongest force on any atom, the calculation gives 2.8 eV Å⁻¹.

```
54
C18H24N2O10 ωB97M-V with the def2-TZVPD basis set
O 2.31 0.33 -7.46
O -0.17 -0.67 3.46
O -2.47 -4.98 6.36
O 4.32 1.08 -3.30
O -0.67 -5.29 5.03
O -0.08 1.99 2.03
O -2.59 0.50 3.15
O -0.96 -2.73 4.01
O -4.85 -1.29 3.38
O -3.46 -3.86 3.12
C 1.85 0.89 -6.48
C -1.10 -1.45 3.58
C -1.73 -4.57 5.49
C 3.25 1.63 -3.11
C -0.26 2.38 -0.32
C 0.88 0.39 0.51
C -0.02 1.97 -1.65
C 1.13 -0.02 -0.82
C 0.18 1.59 0.76
C 0.68 0.77 -1.89
N 3.09 2.53 -2.12
N 2.43 0.76 -5.29
C 0.62 1.77 -6.63
C 4.13 2.92 -1.17
C -2.49 -0.94 3.13
C -1.98 -3.16 4.94
C -3.60 -1.53 4.01
C -3.37 -3.03 4.30
C 1.02 0.38 -3.32
C 2.02 1.33 -4.00
H -0.70 -6.13 5.51
H -0.19 2.94 2.09
H -1.72 0.89 2.88
H -4.91 -0.35 3.13
H -2.73 -3.69 2.51
H -0.80 3.30 -0.13
H 1.22 -0.21 1.34
H -0.37 2.57 -2.47
H 1.69 -0.92 -1.00
H 2.17 2.90 -1.97
H 3.29 0.22 -5.29
H 0.30 1.74 -7.67
H -0.18 1.39 -6.00
H 0.87 2.79 -6.36
H 3.96 2.42 -0.21
H 4.13 4.00 -1.02
H 5.12 2.62 -1.54
H -2.63 -1.30 2.10
H -1.95 -2.51 5.83
H -3.59 -1.00 4.97
H -4.14 -3.36 5.01
H 0.10 0.34 -3.90
H 1.45 -0.63 -3.31
H 1.53 2.28 -4.18
```

> Which of these has the highest strongest force on any atom?

C13H19INO10S2